Record 1
Formula: C23H41BrN4O6P
Source: OMol25
Level of theory: ωB97M-V/def2-TZVPD

Each line ends with the Löwdin charge.
Positions of all 76 atoms, in Å:
N1 -4.962 1.752 -3.059  -0.35
P1 -4.202 1.401 -1.675  0.68
C1 -3.472 2.901 -0.744  -0.27
C2 -3.445 4.511 -1.089  0.05
N2 -2.668 5.089 0.077  0.05
C3 -2.203 4.079 1.129  -0.09
C4 -1.378 4.485 2.485  -0.11
C5 -0.153 3.473 2.886  -0.21
C6 1.352 4.148 2.792  -0.17
C7 2.131 3.572 1.454  -0.18
N3 2.147 4.652 0.395  -0.23
C8 3.185 5.743 0.552  -0.03
C9 2.883 6.657 -0.794  -0.07
C10 1.650 5.955 -1.634  -0.08
C11 1.190 4.625 -0.779  -0.06
N4 -2.733 2.763 0.603  -0.50
Br1 -2.562 1.092 1.432  0.85
H1 -4.443 1.206 -3.810  -0.02
H2 -5.156 0.739 -0.800  0.01
H3 -3.087 0.489 -1.956  0.01
H4 -3.938 5.023 -2.023  0.15
H5 -2.518 6.131 0.049  0.16
H6 -0.875 5.545 2.265  0.14
H7 -2.156 4.687 3.349  0.14
H8 -0.109 2.474 2.280  0.07
H9 -0.309 3.187 4.034  0.13
H10 1.966 3.723 3.723  0.12
H11 1.359 5.319 2.885  0.12
H12 3.244 3.250 1.732  0.14
H13 1.634 2.624 0.977  0.12
H14 3.974 5.869 1.411  0.12
H15 3.505 7.618 -1.036  0.08
H16 1.175 6.345 -2.642  0.08
H17 0.327 3.844 -1.033  0.11
O1 -0.377 -2.244 3.684  0.07
C12 -1.240 -3.004 3.253  -0.51
O2 -2.518 -2.578 3.119  -0.03
C13 -3.552 -3.308 2.435  -0.23
C14 -4.227 -4.293 3.369  -0.06
C15 -0.924 -4.438 2.959  0.01
H18 -3.167 -3.784 1.528  0.12
H19 -4.288 -2.567 2.104  0.12
H20 -3.525 -5.048 3.733  0.07
H21 -5.052 -4.802 2.862  0.09
H22 -4.621 -3.776 4.250  0.09
H23 -1.026 -5.026 3.873  0.10
H24 0.113 -4.500 2.609  0.09
H25 -1.535 -4.871 2.167  0.08
O3 -1.294 -0.811 -1.760  0.02
C16 -0.740 -1.272 -2.753  -0.49
O4 -1.234 -1.021 -3.989  -0.01
C17 -0.552 -1.332 -5.217  -0.23
C18 -0.838 -2.756 -5.649  -0.06
C19 0.431 -2.197 -2.620  0.01
H26 0.519 -1.123 -5.138  0.12
H27 -0.945 -0.642 -5.972  0.13
H28 -0.470 -3.480 -4.917  0.07
H29 -0.367 -2.969 -6.614  0.09
H30 -1.917 -2.919 -5.741  0.09
H31 0.071 -3.220 -2.488  0.10
H32 1.005 -1.903 -1.733  0.09
H33 1.126 -2.152 -3.458  0.08
O5 2.117 -4.614 -1.420  0.07
C20 2.951 -4.265 -0.589  -0.50
O6 3.693 -3.152 -0.793  -0.01
C21 4.538 -2.542 0.200  -0.23
C22 5.915 -3.175 0.201  -0.06
C23 3.234 -5.108 0.616  0.01
H34 4.065 -2.561 1.186  0.11
H35 4.629 -1.486 -0.077  0.12
H36 5.870 -4.235 0.463  0.07
H37 6.572 -2.669 0.914  0.09
H38 6.364 -3.114 -0.796  0.09
H39 3.976 -5.868 0.360  0.10
H40 2.304 -5.606 0.917  0.09
H41 3.567 -4.540 1.484  0.07

Computed properties:
Lowest unoccupied orbital energy in eV: -3.768
E_HOMO in eV: -10.159
Kohn-Sham gap in Eh: 0.2349
Total charge: +1

Record 2
Formula: C3HO2Rb
Source: OMol25
Level of theory: ωB97M-V/def2-TZVPD

Each line ends with the Mulliken spin population.
Positions of all 7 atoms, in Å:
C1 -6.044 0.268 1.035  -0.04
H1 -5.938 -0.808 0.934  0.01
C2 -5.882 1.465 1.146  1.02
O1 -2.433 2.820 1.267  0.00
C3 -1.630 1.988 1.317  0.00
Rb1 0.837 -1.907 0.512  0.00
O2 -1.087 0.956 1.357  0.00

Computed properties:
<S²>: 0.770
Lowest unoccupied orbital energy (alpha / beta) in eV: -4.325 / -5.007
E_HOMO (alpha / beta) in eV: -13.376 / -12.913
Kohn-Sham gap (alpha / beta) in Eh: 0.3326 / 0.2905
Spin multiplicity: 2
Total charge: +1

Record 3
Formula: C5H15N5O10
Source: OMol25
Level of theory: ωB97M-V/def2-TZVPD

Each line ends with the natural charge from an NBO analysis.
Positions of all 35 atoms, in Å:
C1 0.729 1.911 -2.190  -0.47
N1 0.501 2.488 -0.882  0.53
O1 0.433 3.732 -0.849  -0.40
O2 0.479 1.803 0.069  -0.35
H1 0.314 2.535 -2.786  0.22
H2 0.340 0.881 -2.269  0.22
H3 1.764 1.658 -2.350  0.25
C2 -2.884 2.621 0.039  -0.48
N2 -2.601 3.577 1.005  0.50
O3 -2.754 4.766 0.664  -0.40
O4 -2.271 3.331 2.122  -0.34
H4 -3.489 2.989 -0.788  0.25
H5 -3.436 1.664 0.616  0.24
H6 -1.957 2.232 -0.324  0.24
C3 -0.763 -0.357 2.180  -0.49
N3 0.452 -0.477 3.190  0.56
O5 0.616 0.528 3.821  -0.36
O6 1.036 -1.509 3.224  -0.39
H7 -0.290 -0.820 1.357  0.22
H8 -1.151 0.563 1.995  0.22
H9 -1.630 -1.041 2.341  0.23
C4 3.616 -2.634 0.868  -0.51
N4 2.868 -2.784 -0.414  0.53
O7 3.215 -3.818 -1.040  -0.39
O8 2.314 -1.807 -0.822  -0.37
H10 3.343 -1.598 1.440  0.25
H11 4.748 -2.698 0.601  0.25
H12 3.410 -3.545 1.451  0.24
C5 -0.859 -2.131 -2.412  -0.49
N5 -1.173 -1.923 -1.007  0.52
O9 -0.956 -2.876 -0.184  -0.39
O10 -1.587 -0.815 -0.729  -0.38
H13 -1.162 -3.177 -2.485  0.25
H14 0.239 -1.903 -2.442  0.26
H15 -1.462 -1.375 -3.021  0.24

Computed properties:
Lowest unoccupied orbital energy in eV: -0.608
E_HOMO in eV: -10.586
Kohn-Sham gap in Eh: 0.3667
Total charge: 0
Structure (SMILES): C[N+](=O)[O-].C[N+](=O)[O-].C[N+](=O)[O-].C[N+](=O)[O-].C[N+](=O)[O-]

Record 4
Formula: C5H3NO
Source: OMol25
Level of theory: ωB97M-V/def2-TZVPD

Each line ends with the natural charge from an NBO analysis.
Positions of all 10 atoms, in Å:
C1 -2.114 1.193 1.761  0.13
C2 -1.109 1.005 0.995  -0.45
C3 -0.245 0.401 0.172  0.10
C4 0.486 -0.864 0.485  -0.16
O1 1.202 -1.175 -0.719  -0.30
N1 0.925 -0.250 -1.668  0.03
C5 0.123 0.655 -1.208  -0.08
H1 -0.245 -1.656 0.699  0.25
H2 1.191 -0.780 1.321  0.25
H3 -0.215 1.470 -1.838  0.24

Computed properties:
Lowest unoccupied orbital energy (alpha / beta) in eV: -2.081 / -2.082
E_HOMO (alpha / beta) in eV: -10.080 / -10.079
Kohn-Sham gap (alpha / beta) in Eh: 0.2940 / 0.2939
Total charge: 0

Record 5
Formula: C4H8O2
Source: OMol25
Level of theory: ωB97M-V/def2-TZVPD

Each line ends with the natural charge from an NBO analysis.
Positions of all 14 atoms, in Å:
C1 1.573 -0.155 -0.143  -0.61
C2 0.325 -0.254 0.721  -0.43
C3 -0.467 1.044 0.799  0.45
O1 -0.321 1.961 0.032  -0.50
C4 -0.743 -1.180 0.154  0.45
O2 -0.779 -1.534 -0.997  -0.50
H1 2.176 -1.065 -0.057  0.22
H2 1.297 -0.026 -1.191  0.24
H3 2.188 0.698 0.158  0.22
H4 0.542 -0.577 1.750  0.23
H5 -1.270 1.060 1.565  0.12
H6 -1.566 -1.432 0.855  0.12
H7 -1.426 1.083 -1.725  0.00
H8 -1.529 0.376 -1.921  0.00

Computed properties:
Lowest unoccupied orbital energy in eV: 0.202
E_HOMO in eV: -10.084
Kohn-Sham gap in Eh: 0.3780
Total charge: 0
Structure (SMILES): CC(C=O)C=O.[H][H]

Record 6
Formula: C23H58BrN7O13
Source: OMol25
Level of theory: ωB97M-V/def2-TZVPD

Each line ends with the Löwdin charge.
Positions of all 102 atoms, in Å:
C1 10.016 -12.604 16.851  0.02
C2 8.682 -12.392 16.336  -0.42
O1 8.270 -12.322 15.157  0.11
N1 7.690 -11.945 17.308  -0.02
H1 8.120 -11.211 18.031  -0.07
H2 6.934 -11.590 16.670  0.20
C3 7.291 -13.030 18.210  -0.02
H3 10.689 -11.891 16.420  0.11
H4 10.324 -13.590 16.531  0.12
H5 10.017 -12.609 17.962  0.07
H6 7.974 -13.106 19.050  0.08
H7 7.304 -13.958 17.616  0.13
H8 6.330 -12.840 18.661  0.11
C4 12.257 -1.675 18.458  0.05
C5 11.736 -2.953 17.807  -0.38
O2 12.225 -3.663 16.983  0.14
N2 10.437 -3.526 18.321  0.08
H9 10.348 -4.477 17.881  0.14
H10 10.485 -3.793 19.325  0.18
C6 9.346 -2.597 17.909  0.04
H11 12.067 -0.791 17.839  0.12
H12 13.290 -1.837 18.706  0.10
H13 11.624 -1.533 19.321  0.09
H14 8.387 -2.894 18.273  0.07
H15 9.268 -2.606 16.824  0.12
H16 9.670 -1.614 18.296  0.11
C7 11.782 -7.373 21.500  0.01
C8 10.697 -6.420 21.311  -0.45
O3 10.068 -6.004 20.309  -0.01
N3 10.255 -5.951 22.607  0.01
H17 5.788 -4.685 19.689  0.28
H18 10.570 -6.514 23.376  0.12
C9 8.818 -5.707 22.532  -0.08
H19 11.353 -8.265 21.932  0.09
H20 12.443 -6.852 22.172  0.10
H21 12.245 -7.670 20.553  0.09
H22 8.328 -6.195 23.359  0.09
H23 8.496 -6.101 21.591  0.05
H24 8.598 -4.641 22.508  0.09
C10 11.180 -12.382 21.875  0.02
C11 12.178 -13.095 21.109  -0.39
O4 12.594 -13.003 20.035  0.22
N4 12.931 -14.208 22.020  0.06
H25 12.303 -14.946 22.418  0.20
H26 13.411 -14.655 21.227  0.17
C12 13.901 -13.596 22.964  0.01
H27 10.787 -13.119 22.602  0.12
H28 10.375 -11.993 21.276  0.03
H29 11.634 -11.557 22.467  0.13
H30 13.304 -12.883 23.539  0.10
H31 14.727 -13.103 22.480  0.11
H32 14.331 -14.384 23.582  0.12
C13 15.702 -10.151 19.360  0.01
C14 15.003 -9.382 18.243  -0.51
O5 14.055 -9.781 17.623  0.05
N5 15.705 -8.199 17.916  0.02
H33 12.593 -8.605 17.332  0.13
H34 16.581 -7.899 18.373  0.15
C15 15.779 -7.792 16.469  -0.08
H35 15.086 -10.875 19.906  0.07
H36 16.029 -9.391 20.046  0.07
H37 16.624 -10.609 19.002  0.10
H38 15.039 -8.227 15.817  0.06
H39 16.722 -8.011 15.924  0.09
H40 15.683 -6.717 16.486  0.06
C16 13.135 -5.321 13.821  0.04
C17 12.966 -5.638 12.395  -0.39
O6 12.144 -6.375 11.926  0.16
N6 13.880 -5.014 11.374  0.11
H41 13.400 -5.354 10.525  0.20
H42 13.832 -4.038 11.402  0.16
C18 15.316 -5.401 11.558  0.05
H43 13.287 -4.262 13.895  0.10
H44 14.038 -5.818 14.241  0.12
H45 12.314 -5.661 14.438  0.10
H46 15.396 -6.473 11.628  0.12
H47 15.697 -4.990 12.470  0.10
H48 15.937 -5.001 10.764  0.12
C19 7.523 -6.950 14.594  0.05
C20 8.532 -7.368 13.642  -0.37
O7 9.691 -7.743 13.759  0.14
N7 8.092 -7.515 12.175  0.07
H49 7.342 -6.841 11.964  0.18
H50 8.916 -7.238 11.586  0.19
C21 7.641 -8.883 11.707  0.03
H51 6.704 -7.694 14.559  0.13
H52 7.147 -6.049 14.135  0.11
H53 7.854 -6.809 15.610  0.08
H54 7.546 -8.891 10.631  0.11
H55 6.620 -9.031 12.123  0.12
H56 8.290 -9.677 12.123  0.12
Br1 8.999 -10.091 19.480  0.12
O8 7.532 -6.076 17.766  0.05
C22 6.898 -4.830 17.837  -0.67
O9 6.748 -4.382 19.138  0.01
O10 6.717 -4.234 16.894  0.21
H57 8.143 -6.326 18.490  0.09
O11 9.812 -7.437 17.922  0.05
C23 11.066 -7.208 17.765  -0.63
O12 11.528 -6.046 17.477  0.00
O13 11.767 -8.322 17.844  0.10
H58 9.531 -8.316 18.305  -0.06

Computed properties:
Lowest unoccupied orbital energy in eV: -8.583
E_HOMO in eV: -16.928
Kohn-Sham gap in Eh: 0.3067
Total charge: +4

Record 7
Formula: C6H9NO
Source: OMol25
Level of theory: ωB97M-V/def2-TZVPD

Each line ends with the natural charge from an NBO analysis.
Positions of all 17 atoms, in Å:
C1 0.645 0.858 2.510  -0.64
C2 0.148 -0.011 1.403  -0.13
C3 0.282 0.330 0.089  -0.24
C4 -0.076 -0.512 -1.092  0.19
C5 -0.222 0.203 -2.418  -0.62
O1 0.647 -1.699 -1.226  -0.68
C6 -1.515 -0.696 -0.422  0.21
N1 -2.600 -1.029 -0.229  -0.35
H1 1.192 1.724 2.136  0.22
H2 -0.186 1.216 3.123  0.23
H3 1.310 0.298 3.173  0.22
H4 -0.400 -0.895 1.708  0.21
H5 0.830 1.225 -0.170  0.21
H6 -0.612 1.207 -2.278  0.23
H7 0.744 0.252 -2.910  0.23
H8 -0.937 -0.341 -3.034  0.24
H9 0.749 -2.130 -0.363  0.49

Computed properties:
Lowest unoccupied orbital energy in eV: 0.825
E_HOMO in eV: -9.565
Kohn-Sham gap in Eh: 0.3818
Total charge: 0
Structure (SMILES): C/C=C/[C@@](C)(O)C#N